C10H18Cl2FeN2O2P | ωB97M-V/def2-TZVPD

Last column: Mulliken charge in e.
Geometry (Å):
C: 1.551 0.056 -3.473  -0.83
C: 1.789 0.442 -2.060  0.84
H: 2.409 0.371 -4.082  0.38
H: 0.644 0.574 -3.837  0.22
H: 1.387 -1.035 -3.599  0.30
O: 2.702 1.093 -1.643  -0.27
Cl: -1.503 -1.885 -2.322  -0.26
Fe: -0.214 -0.526 -1.302  0.25
P: 1.039 -2.245 -0.236  1.04
C: 2.157 -1.746 1.103  -1.26
C: 0.028 -3.514 0.611  -1.11
H: 1.378 -3.545 -2.227  0.38
H: 2.464 -4.045 -0.876  0.47
H: 2.819 -2.561 -1.827  0.37
C: 2.027 -3.195 -1.415  -1.23
H: -0.810 -3.813 -0.030  0.38
H: 0.653 -4.393 0.817  0.45
H: 2.673 -2.640 1.487  0.48
H: 1.556 -1.281 1.898  0.38
H: -0.374 -3.096 1.543  0.40
H: 2.883 -1.014 0.726  0.39
C: 1.057 0.745 0.154  0.22
O: 1.353 1.640 0.811  -0.16
Cl: -1.218 -0.667 0.795  -0.18
C: -2.712 3.926 0.617  -0.82
N: -2.015 3.285 -0.495  0.11
C: -2.016 3.600 -1.847  -0.50
C: -1.357 2.577 -2.500  -0.55
N: -0.938 1.651 -1.542  0.20
C: -1.312 2.139 -0.359  -0.19
H: -2.218 4.858 0.899  0.34
H: -3.764 4.087 0.368  0.37
H: -2.648 3.243 1.466  0.28
H: -2.479 4.491 -2.242  0.43
H: -1.194 2.482 -3.569  0.42
H: -1.204 1.703 0.621  0.23

Values from the calculation:
- DFT total energy: -86439.7237 eV
- Net charge: +2
- ΔE to the lowest compared entry with this formula, charge and spin: 39.5 kcal per mole
- Spin multiplicity: 6